{
  "formula": "C12H21Br2N2O9PSc",
  "method": "the ωB97M-V functional and the def2-TZVPD basis",
  "e_above_lowest_kj_mol": 85.1,
  "charge": 1,
  "e_tot_ha": -7506.77370,
  "homo_energy_ev": -12.147,
  "elements": ["O", "C", "C", "H", "H", "H", "H", "Sc", "H", "H", "C", "H", "O", "H", "Br", "O", "H", "O", "C", "C", "N", "P", "C", "H", "H", "C", "O", "H", "H", "Br", "H", "H", "H", "C", "O", "H", "C", "H", "H", "O", "N", "O", "C", "C", "O", "C", "H", "H"],
  "xyz": [[0.53988, 1.14617, 1.62185], [-1.04498, -3.57108, -1.52183], [1.43149, 0.63595, -3.26995], [-0.97406, 0.40604, 3.42972], [4.71366, 0.29788, -0.86852], [-3.48341, 2.03155, 0.56034], [-2.95608, -0.64103, 0.00643], [0.31630, -0.28363, 0.43989], [0.78163, -0.01984, -3.84613], [2.26163, 0.96995, -3.89116], [-1.77518, 0.52418, 2.70775], [-4.20450, -1.26703, 2.01639], [-1.87501, 2.57127, -1.37969], [-3.62155, 1.13394, 3.68058], [-0.85200, -3.12319, 0.37727], [3.80037, -0.81655, 1.68929], [-3.16058, -0.54240, 3.99027], [1.05738, -1.33100, -1.32324], [-1.73778, 1.65030, -0.60966], [-3.91493, -0.21950, 1.95617], [0.65399, 1.79906, -2.78358], [2.04566, -0.25843, -1.74226], [2.66528, -1.08185, 2.21604], [-1.62461, -4.48246, -1.58075], [-0.06204, 1.44284, -2.07630], [-2.82267, -0.04502, 0.90575], [1.61839, -1.34051, 1.61491], [3.85708, -0.79198, 0.66728], [1.24016, 2.43953, -2.24499], [-1.97889, -2.22077, -2.50343], [-4.79796, 0.37234, 1.72569], [0.16103, 2.31544, -3.50812], [2.69652, -1.09292, 3.30912], [3.69179, -1.01471, -2.07153], [-1.62350, -0.44250, 1.62469], [5.38337, -1.19955, -0.90615], [-3.18179, 0.24289, 3.23751], [3.55394, -2.09329, -2.13116], [-0.04739, -3.67929, -1.92330], [0.04497, 3.28586, 1.19652], [4.50372, -0.69563, -0.88841], [-0.82019, 0.70774, -0.80710], [-0.26890, 2.17672, 1.54966], [-1.73257, 1.84392, 1.92668], [2.14259, 0.77520, -0.65472], [-2.56647, 1.45578, 0.64686], [4.12462, -0.66608, -3.01378], [-2.15838, 2.69571, 2.44908]],
  "lowdin_charge": [-0.10, -0.96, -0.16, 0.17, 0.10, 0.17, 0.13, 0.85, 0.11, 0.11, -0.22, 0.12, 0.12, 0.13, 0.77, 0.14, 0.12, -0.42, -0.52, -0.07, 0.14, 0.49, -0.29, 0.01, 0.09, -0.24, -0.07, 0.08, 0.16, 0.67, 0.13, 0.17, 0.17, -0.25, -0.20, 0.11, -0.07, 0.10, 0.00, 0.14, -0.04, -0.18, -0.54, -0.06, -0.31, -0.06, 0.09, 0.17]
}